# 1
The following is a quantum chemistry calculation of one molecule with the formula C5H10O, from OMol25.

Summary:
E_HOMO (alpha / beta) = -7.05 / -6.62 eV
Spin multiplicity = 1
E_LUMO (alpha / beta) = 0.0394 / 0.0388 Ha
Max |F| = 0.76 eV Å⁻¹
ΔE to the lowest compared entry with this formula, charge and spin = 77.28 kcal/mol
Orbital gap (alpha / beta) = 8.1 / 7.7 eV
Charge = 0

Each line ends with the Löwdin charge.
Positions of all 16 atoms, in Å:
C1 2.135 -0.056 0.395  -0.054
O1 1.185 0.843 0.170  -0.056
C2 0.013 0.670 -0.343  -0.360
C3 -0.904 1.846 -0.310  -0.024
C4 -0.440 -0.710 -0.662  -0.199
C5 -0.619 -1.496 0.651  -0.094
H1 0.255 -1.352 1.297  0.058
H2 2.080 -1.010 -0.117  0.054
H3 3.073 0.392 0.685  0.051
H4 -1.789 1.641 0.311  0.083
H5 -0.390 2.716 0.106  0.085
H6 -1.273 2.107 -1.311  0.081
H7 -1.381 -0.667 -1.221  0.114
H8 0.289 -1.219 -1.313  0.110
H9 -0.733 -2.570 0.475  0.075
H10 -1.503 -1.135 1.186  0.076

***

# 2
The following is a quantum chemistry calculation of an isolated ion of composition C11H21N2O and charge +1, from OMol25.

Summary:
E_HOMO = -12.69 eV
Structure (SMILES) = C=[N+]1[C@](CC)(CN=O)[C@]1(C)CC(C)C
Spin multiplicity = 1
E_LUMO = -0.1849 Ha
Max |F| = 4.40 eV Å⁻¹
ΔE to the lowest compared entry with this formula, charge and spin = 151.28 kcal/mol
Orbital gap = 7.7 eV
Charge = +1

Each line ends with the Löwdin charge.
Positions of all 35 atoms, in Å:
C1 0.720 -1.963 0.666  0.254
N1 -0.019 -0.923 0.681  -0.005
C2 -1.337 -0.514 0.936  -0.254
C3 -1.685 -0.402 2.451  -0.154
C4 -1.660 -1.738 3.138  -0.115
C5 -2.365 -1.036 0.035  -0.145
N2 -3.075 0.089 -0.473  -0.039
O1 -3.980 -0.158 -1.234  0.062
C6 -0.053 0.436 0.232  -0.224
C7 0.527 1.494 1.210  0.037
C8 -0.205 0.684 -1.239  -0.105
C9 1.062 1.272 -1.926  -0.395
C10 2.275 0.340 -1.555  -0.045
C11 0.935 1.382 -3.400  -0.068
H1 0.381 -2.818 1.204  0.112
H2 1.450 -2.091 -0.069  0.105
H3 -0.741 0.083 2.993  0.145
H4 -2.573 0.093 2.653  0.099
H5 -2.510 -2.470 2.812  0.111
H6 -1.609 -1.712 4.323  0.135
H7 -0.736 -2.272 2.884  0.043
H8 -3.084 -1.616 0.681  0.155
H9 -2.047 -1.669 -0.888  0.179
H10 1.516 1.833 1.035  0.078
H11 0.423 1.141 2.205  0.048
H12 -0.093 2.411 1.133  0.123
H13 -0.408 -0.306 -1.654  0.124
H14 -1.077 1.294 -1.418  0.122
H15 1.176 2.260 -1.546  0.125
H16 2.321 -0.566 -2.231  0.108
H17 2.329 0.131 -0.493  0.051
H18 3.135 0.957 -1.766  0.081
H19 1.694 1.977 -3.795  0.073
H20 -0.002 1.835 -3.721  0.096
H21 0.923 0.386 -3.784  0.081

***

# 3
The following is a quantum chemistry calculation of C5H10NO2 as an isolated structure, from OMol25.

Summary:
E_HOMO = -3.83 eV
Spin multiplicity = 1
E_LUMO = 0.0722 Ha
Max |F| = 6.34 eV Å⁻¹
ΔE to the lowest compared entry with this formula, charge and spin = 197.05 kcal/mol
Orbital gap = 5.8 eV
Charge = -1

Each line ends with the Löwdin charge.
Positions of all 18 atoms, in Å:
O1 -2.179 -1.066 0.692  -0.253
C1 -1.703 -0.185 -0.290  -0.412
C2 -0.267 0.231 0.005  -0.399
C3 0.779 -0.878 -0.088  -0.208
C4 0.676 -1.876 1.064  -0.120
N1 -0.516 1.134 -1.052  0.146
C5 0.647 2.190 -0.831  -0.501
O2 1.831 1.761 -0.476  -0.229
H1 -2.307 0.687 -0.026  0.106
H2 0.009 0.761 0.914  0.144
H3 1.769 -0.452 0.052  0.085
H4 0.673 -1.247 -1.124  0.119
H5 -0.417 -2.072 1.168  0.050
H6 0.896 -1.303 1.986  0.075
H7 1.204 -2.834 1.086  0.057
H8 -1.951 -0.516 -1.325  0.124
H9 0.182 2.858 0.012  0.113
H10 0.673 2.808 -1.768  0.102